Record 1
DFT (the ωB97M-V functional and the def2-TZVPD basis) results for an isolated molecule of C6H8O2 in a non-equilibrium geometry.

Each line ends with the natural charge from an NBO analysis.
CARTESIAN COORDINATES (ANGSTROEM)
C1 -0.738 1.083 -2.460  -0.326
C2 -0.624 1.115 -1.282  -0.095
C3 -0.464 -1.677 0.069  -0.087
C4 1.076 -1.386 -0.103  -0.090
C5 -0.059 0.533 0.374  0.612
C6 -0.089 1.654 1.460  -0.657
O1 -0.881 -0.537 0.683  -0.514
O2 1.230 -0.016 0.114  -0.517
H1 -0.656 1.513 -3.430  0.232
H2 -0.983 -1.828 -0.852  0.176
H3 -0.730 -2.538 0.609  0.194
H4 1.718 -1.967 0.665  0.168
H5 1.495 -1.775 -0.970  0.188
H6 0.139 1.368 2.481  0.235
H7 -1.156 2.062 1.572  0.242
H8 0.722 2.395 1.069  0.239

Calculated values
**Lowest unoccupied orbital energy**: 0.976 eV
**Largest force on an atom**: 6.48 eV/Å
**Relative energy (zero: lowest compared OMol25 entry of this formula, charge and spin)**: 4.563 eV
**Energy**: -10442.1639 eV
**HOMO-LUMO gap**: 10.93 eV
**Net charge**: 0
**SMILES string**: C#CC1(C)OCCO1
**HOMO**: -9.95 eV

Record 2
DFT (the ωB97M-V functional and the def2-TZVPD basis) results for an isolated molecule of C11H21N5O5 in a non-equilibrium geometry.

Each line ends with the natural charge from an NBO analysis.
CARTESIAN COORDINATES (ANGSTROEM)
C1 0.664 -1.988 0.443  -0.157
C2 -0.649 -2.438 -0.056  0.682
C3 1.747 -2.394 -0.516  -0.411
C4 3.031 -1.846 0.048  -0.521
C5 3.261 -0.342 -0.285  0.827
C6 -1.903 -0.308 -0.225  -0.150
C7 -3.206 -0.751 0.575  0.778
C8 -2.305 0.809 -1.263  -0.401
C9 -1.128 1.406 -2.023  -0.433
C10 -0.538 2.529 -1.221  -0.221
C11 0.395 2.709 1.003  0.588
H1 1.007 -3.522 1.676  0.365
H2 -0.006 -2.383 2.314  0.365
H3 0.703 -0.886 0.383  0.207
H4 1.829 -3.486 -0.599  0.220
H5 1.473 -2.057 -1.516  0.238
H6 3.923 -2.376 -0.277  0.244
H7 3.047 -1.748 1.135  0.269
H8 4.555 0.877 -0.198  0.494
H9 -2.089 -2.045 -1.314  0.399
H10 -1.191 0.165 0.445  0.240
H11 -2.870 1.595 -0.690  0.203
H12 -3.099 0.242 -1.781  0.228
H13 -1.365 1.667 -3.101  0.226
H14 -0.347 0.697 -2.239  0.227
H15 0.169 3.061 -1.871  0.189
H16 -1.127 3.357 -0.887  0.221
H17 0.977 1.250 -0.126  0.435
H18 1.916 1.768 1.600  0.320
H19 -0.538 4.246 2.159  0.406
H20 -1.537 3.383 1.055  0.367
H21 -3.992 -0.605 2.184  0.494
N1 0.853 -2.538 1.838  -0.818
N2 -1.375 -1.508 -0.848  -0.658
N3 0.153 1.951 -0.043  -0.676
N4 1.395 2.590 1.791  -0.792
N5 -0.554 3.736 1.256  -0.859
O1 -1.051 -3.562 0.074  -0.578
O2 2.504 0.461 -0.755  -0.647
O3 4.518 -0.057 0.028  -0.656
O4 -4.125 -1.295 -0.010  -0.603
O5 -3.125 -0.363 1.837  -0.654

Calculated values
**Lowest unoccupied orbital energy**: 0.494 eV
**Largest force on an atom**: 3.92 eV/Å
**Relative energy (zero: lowest compared OMol25 entry of this formula, charge and spin)**: 2.057 eV
**Energy**: -29436.0821 eV
**HOMO-LUMO gap**: 8.91 eV
**Net charge**: 0
**SMILES string**: [H]/N=C(/N)NCCC[C@H](NC(=O)[C@@H](N)CCC(=O)O)C(=O)O
**HOMO**: -8.42 eV

Record 3
DFT (the ωB97M-V functional and the def2-TZVPD basis) results for a structure of composition C45H66CaP3Si.

Each line ends with the Löwdin charge.
CARTESIAN COORDINATES (ANGSTROEM)
Ca1 -0.050 0.002 0.142  0.957
C1 0.718 4.037 3.372  -0.123
C2 0.839 2.745 4.192  -0.529
C3 2.082 2.776 5.075  -0.107
P1 0.661 1.295 3.032  1.046
C4 2.350 0.505 2.990  -0.558
C5 3.230 1.324 2.042  -0.126
C6 2.272 -0.955 2.538  -0.107
C7 -0.278 0.079 4.054  -0.401
C8 0.203 -0.367 5.287  -0.091
C9 -0.512 -1.294 6.033  -0.071
C10 -1.725 -1.777 5.554  -0.072
C11 -2.211 -1.336 4.332  -0.099
C12 -1.502 -0.407 3.559  -0.323
Si1 -2.064 0.189 1.852  0.453
C13 -3.614 -0.764 1.321  -0.318
C14 -4.882 -0.259 1.643  -0.090
C15 -6.046 -0.914 1.266  -0.069
C16 -5.962 -2.113 0.571  -0.067
C17 -4.719 -2.635 0.245  -0.113
C18 -3.536 -1.970 0.591  -0.349
P2 -1.882 -2.629 0.091  1.039
C19 -1.769 -4.337 0.798  -0.550
C20 -2.936 -5.308 0.656  -0.106
C21 -1.393 -4.191 2.279  -0.127
C22 -1.979 -2.811 -1.765  -0.532
C23 -3.260 -3.307 -2.435  -0.102
C24 -1.626 -1.434 -2.347  -0.173
C25 -2.596 1.993 2.111  -0.337
C26 -2.807 2.542 3.382  -0.102
C27 -3.205 3.863 3.542  -0.075
C28 -3.401 4.664 2.424  -0.072
C29 -3.207 4.137 1.154  -0.098
C30 -2.797 2.812 0.982  -0.371
P3 -2.562 2.037 -0.677  1.048
C31 -4.145 2.483 -1.560  -0.523
C32 -4.487 1.317 -2.502  -0.132
C33 -4.261 3.814 -2.301  -0.104
C34 -1.132 3.010 -1.399  -0.551
C35 -1.092 4.533 -1.314  -0.096
C36 -0.912 2.528 -2.841  -0.118
H1 0.747 4.912 4.027  0.083
H2 -0.222 4.062 2.815  0.052
H3 1.541 4.129 2.656  0.070
H4 -0.045 2.667 4.828  0.102
H5 3.001 2.817 4.487  0.069
H6 2.141 1.923 5.751  0.064
H7 2.051 3.677 5.692  0.087
H8 2.786 0.550 3.987  0.095
H9 2.785 1.382 1.044  0.044
H10 4.224 0.882 1.940  0.079
H11 3.359 2.348 2.397  0.066
H12 2.123 -1.033 1.446  0.044
H13 1.469 -1.501 3.034  0.066
H14 3.206 -1.476 2.753  0.089
H15 1.149 -0.003 5.670  0.094
H16 -0.122 -1.638 6.983  0.106
H17 -2.290 -2.492 6.142  0.108
H18 -3.165 -1.710 3.972  0.100
H19 -4.959 0.664 2.209  0.102
H20 -7.014 -0.500 1.521  0.108
H21 -6.860 -2.643 0.278  0.109
H22 -4.682 -3.574 -0.287  0.079
H23 -0.905 -4.752 0.267  0.102
H24 -3.805 -4.966 1.218  0.075
H25 -2.636 -6.274 1.071  0.085
H26 -3.227 -5.478 -0.381  0.061
H27 -2.234 -3.783 2.846  0.069
H28 -0.541 -3.525 2.425  0.058
H29 -1.143 -5.166 2.704  0.084
H30 -1.171 -3.511 -2.000  0.089
H31 -4.090 -2.625 -2.251  0.072
H32 -3.546 -4.306 -2.108  0.062
H33 -3.101 -3.354 -3.516  0.085
H34 -2.320 -0.672 -1.978  0.036
H35 -1.690 -1.438 -3.437  0.089
H36 -0.595 -1.140 -2.096  0.011
H37 -2.672 1.920 4.262  0.104
H38 -3.375 4.265 4.533  0.108
H39 -3.705 5.698 2.537  0.107
H40 -3.384 4.772 0.295  0.086
H41 -4.875 2.472 -0.747  0.106
H42 -3.734 1.207 -3.289  0.070
H43 -5.453 1.485 -2.986  0.081
H44 -4.545 0.373 -1.953  0.057
H45 -3.536 3.897 -3.112  0.065
H46 -4.144 4.676 -1.646  0.058
H47 -5.258 3.880 -2.745  0.085
H48 -0.283 2.650 -0.786  0.071
H49 -1.908 4.992 -1.870  0.067
H50 -0.153 4.890 -1.752  0.083
H51 -1.124 4.882 -0.282  0.067
H52 -1.697 2.903 -3.498  0.071
H53 -0.908 1.436 -2.915  0.050
H54 0.039 2.900 -3.226  0.059
C37 2.891 2.320 -2.628  -0.038
C38 2.854 0.843 -2.313  -0.268
C39 3.682 0.313 -1.327  -0.034
C40 3.741 -1.062 -1.083  -0.269
C41 4.691 -1.618 -0.053  -0.037
C42 2.941 -1.908 -1.844  -0.015
C43 2.091 -1.410 -2.832  -0.277
C44 1.288 -2.362 -3.685  -0.044
C45 2.044 -0.033 -3.046  -0.029
H55 3.871 2.594 -3.025  0.092
H56 2.717 2.932 -1.741  0.081
H57 2.151 2.576 -3.384  0.060
H58 4.332 0.975 -0.761  0.123
H59 5.724 -1.518 -0.394  0.094
H60 4.501 -2.674 0.138  0.085
H61 4.610 -1.078 0.889  0.048
H62 3.013 -2.982 -1.699  0.126
H63 1.956 -2.963 -4.305  0.094
H64 0.605 -1.831 -4.343  0.076
H65 0.716 -3.057 -3.068  0.066
H66 1.400 0.361 -3.828  0.117

Calculated values
**Lowest unoccupied orbital energy**: -2.247 eV
**Largest force on an atom**: 0.77 eV/Å
**Relative energy (zero: lowest compared OMol25 entry of this formula, charge and spin)**: 1.348 eV
**Energy**: -101915.8219 eV
**HOMO-LUMO gap**: 6.45 eV
**Net charge**: +1
**HOMO**: -8.70 eV

Record 4
DFT (the ωB97M-V functional and the def2-TZVPD basis) results for an isolated molecule of C17H18N2O4S.

Each line ends with the natural charge from an NBO analysis.
CARTESIAN COORDINATES (ANGSTROEM)
C1 3.324 -0.652 6.587  -0.634
C2 4.175 -1.429 5.594  -0.077
H1 4.620 -0.750 4.858  0.200
H2 4.958 -1.995 6.101  0.189
O1 3.395 -2.409 4.905  -0.508
C3 2.711 -2.006 3.834  0.784
O2 2.747 -0.897 3.372  -0.597
C4 1.861 -3.134 3.297  -0.635
H3 2.192 -4.095 3.680  0.246
H4 1.801 -3.101 2.209  0.289
S1 0.158 -2.858 3.893  0.278
C5 -0.550 -2.046 2.504  0.077
N1 0.140 -2.030 1.378  -0.464
C6 -0.371 -1.418 0.327  0.073
C7 -1.608 -0.782 0.341  -0.207
C8 -2.351 -0.849 1.526  -0.110
C9 -1.822 -1.481 2.628  -0.258
H5 -2.354 -1.548 3.563  0.228
H6 -3.330 -0.395 1.551  0.242
C10 -2.219 -0.110 -0.844  0.671
O3 -3.423 -0.083 -1.001  -0.606
N2 -1.306 0.451 -1.685  -0.589
C11 -1.525 1.121 -2.895  0.115
C12 -2.787 1.265 -3.468  -0.214
C13 -2.927 1.926 -4.668  -0.235
C14 -1.821 2.460 -5.331  0.274
C15 -0.562 2.318 -4.759  -0.253
C16 -0.422 1.655 -3.553  -0.229
H7 0.563 1.551 -3.120  0.203
H8 0.319 2.717 -5.238  0.213
O4 -2.078 3.091 -6.511  -0.492
C17 -1.003 3.648 -7.225  -0.252
H9 -0.497 4.429 -6.647  0.174
H10 -1.439 4.090 -8.119  0.201
H11 -0.275 2.884 -7.519  0.174
H12 -3.899 2.042 -5.121  0.226
H13 -3.649 0.858 -2.967  0.257
H14 -0.338 0.420 -1.397  0.400
H15 0.240 -1.475 -0.566  0.192
H16 2.558 -0.089 6.060  0.223
H17 2.844 -1.334 7.284  0.211
H18 3.951 0.041 7.142  0.217

Calculated values
**Lowest unoccupied orbital energy**: 0.420 eV
**Largest force on an atom**: 0.55 eV/Å
**Relative energy (zero: lowest compared OMol25 entry of this formula, charge and spin)**: 1.156 eV
**Energy**: -39927.0356 eV
**HOMO-LUMO gap**: 8.40 eV
**Net charge**: 0
**SMILES string**: CCOC(=O)CSc1ccc(C(=O)Nc2ccc(OC)cc2)cn1
**HOMO**: -7.98 eV